127
Properties=species:S:1:pos:R:3 method="wB97M-V/def2-TZVPD" total_energy_ev=-184653.5349 charge=-2 largest_force_ev_per_a=2.9 gap_ev="7.0211 / 3.7857" lumo_energy_ha="0.1288 / 0.1241"
Cs -0.523 -0.328 -0.428
O -2.302 1.046 0.439
S -2.022 1.311 1.927
C -3.033 0.323 2.828
C -4.481 0.448 2.848
C -5.232 -0.465 3.520
C -4.633 -1.578 4.184
C -3.240 -1.768 4.080
C -2.432 -0.889 3.398
P -0.656 -1.056 3.078
C 0.006 0.219 4.261
C -0.546 0.443 5.517
C -0.070 1.467 6.328
C 0.961 2.289 5.879
C 1.517 2.077 4.626
C 1.035 1.046 3.823
C -0.256 -2.611 3.995
C 0.609 -2.685 5.083
C 0.943 -3.912 5.653
C 0.425 -5.089 5.136
C -0.419 -5.033 4.031
C -0.742 -3.809 3.461
C -2.786 2.953 2.116
C -3.406 3.306 3.303
C -3.946 4.578 3.451
C -3.831 5.495 2.420
C -3.142 5.158 1.263
C -2.591 3.886 1.092
P -1.444 3.456 -0.312
C -1.019 5.159 -0.908
C -1.814 5.958 -1.731
C -1.413 7.240 -2.083
C -0.200 7.741 -1.619
C 0.613 6.947 -0.824
C 0.210 5.661 -0.474
C -2.597 2.968 -1.666
C -2.045 2.788 -2.934
C -2.828 2.355 -3.998
C -4.179 2.087 -3.805
C -4.737 2.257 -2.543
C -3.950 2.693 -1.482
H -4.962 1.272 2.334
H -6.312 -0.346 3.542
H -5.243 -2.300 4.712
H -2.799 -2.647 4.537
H -1.365 -0.187 5.852
H -0.510 1.633 7.305
H 1.322 3.099 6.502
H 2.313 2.714 4.261
H 1.461 0.887 2.836
H 1.030 -1.776 5.496
H 1.619 -3.943 6.500
H 0.685 -6.044 5.579
H -0.813 -5.947 3.601
H -1.371 -3.774 2.577
H -3.472 2.572 4.096
H -4.453 4.844 4.371
H -4.257 6.488 2.520
H -3.014 5.906 0.490
H -2.757 5.570 -2.105
H -2.044 7.847 -2.723
H 0.113 8.743 -1.889
H 1.573 7.317 -0.486
H 0.861 5.020 0.114
H -0.986 2.967 -3.088
H -2.375 2.211 -4.971
H -4.788 1.735 -4.629
H -5.786 2.040 -2.379
H -4.387 2.803 -0.498
O 0.629 0.756 -2.491
H 1.021 -0.104 -2.244
H 1.408 1.354 -2.456
O 3.279 0.345 -0.093
H 3.386 0.966 -0.835
H 2.935 -0.459 -0.519
O 2.124 3.103 0.166
H 2.264 2.211 0.508
H 2.500 3.036 -0.733
Br 3.698 -0.772 -8.498
C 3.745 0.253 -6.889
C 3.383 -0.347 -5.697
C 3.410 0.411 -4.531
C 3.804 1.744 -4.557
C 4.184 2.311 -5.768
C 4.151 1.576 -6.947
C 3.828 2.587 -3.291
O 4.542 3.591 -3.295
O 3.092 2.159 -2.338
H 3.077 -1.384 -5.676
H 3.131 -0.043 -3.587
H 4.514 3.342 -5.761
H 4.437 2.019 -7.892
C -3.497 -1.996 -2.889
H -3.617 -2.676 -2.058
H -2.736 -2.210 -3.627
H -3.877 -0.987 -2.811
C 0.605 -5.610 -3.450
C 1.321 -4.318 -3.097
C 0.972 -3.230 -4.105
C 2.825 -4.545 -3.057
O 0.796 -3.959 -1.807
P 1.408 -2.837 -0.829
O 0.342 -2.566 0.175
O 1.953 -1.689 -1.633
O 2.686 -3.551 -0.197
C 2.699 -4.378 0.985
C 4.037 -5.092 0.938
C 1.565 -5.394 0.963
C 2.617 -3.477 2.202
H 0.922 -5.965 -4.434
H -0.475 -5.448 -3.464
H 0.826 -6.378 -2.705
H 1.280 -3.540 -5.108
H 1.468 -2.295 -3.845
H -0.106 -3.052 -4.106
H 3.170 -4.830 -4.054
H 3.076 -5.341 -2.351
H 3.353 -3.641 -2.747
H 4.091 -5.748 0.065
H 4.174 -5.692 1.841
H 4.846 -4.362 0.869
H 1.637 -6.022 0.071
H 0.594 -4.893 0.952
H 1.626 -6.022 1.855
H 3.462 -2.782 2.204
H 2.629 -4.067 3.122
H 1.697 -2.896 2.169